This record from the Open Molecules 2025 dataset describes a cluster of 2 separate species, C3H12NO in total at a distorted geometry. The level of theory is the ωB97M-V functional and the def2-TZVPD basis.

```
17
Properties=species:S:1:pos:R:3
O -0.7835 -0.3014 1.3884
N 0.0166 0.7763 -0.9578
C -0.7705 -1.6820 1.8136
C 1.1914 1.5087 -0.3669
C 0.3358 -0.2400 -1.9784
H -0.6124 1.4964 -1.4450
H -1.7069 -1.9505 2.2882
H -0.2691 0.1817 2.0558
H -0.7995 -2.2354 0.8661
H -0.4361 0.3692 -0.0922
H -0.4973 -0.2867 -2.6864
H 1.9144 1.8179 -1.1687
H 0.1154 -1.9268 2.3910
H 0.4256 -1.2667 -1.5868
H 0.7554 2.4576 -0.0009
H 1.3025 -0.0619 -2.4293
H 1.5619 0.9354 0.4698
```

Computed properties:
Kohn-Sham gap (spin up / spin down), eV: 3.69 / 11.90
⟨S²⟩: 0.751
E, eV: -6838.956
ΔE to the lowest compared entry with this formula, charge and spin, kcal per mole: 33.6
2S+1: 2

***

This record from the Open Molecules 2025 dataset describes a structure of composition C14H19BrHgN5O4STe4. The level of theory is the ωB97M-V functional and the def2-TZVPD basis.

```
49
Properties=species:S:1:pos:R:3
Hg 1.1185 -1.4654 2.1403
Te 0.2187 -3.7513 0.2705
Te 0.7160 -4.8691 -2.0770
Te 2.6974 -4.2780 1.4868
Te 3.2974 -6.8449 1.5487
Br 0.7544 2.1700 2.6341
S -3.2192 -1.6578 1.1797
O 1.8131 0.6849 5.8571
O 5.3074 3.9629 0.8772
O 0.6892 -0.8352 4.8101
O 2.6384 -0.2351 4.0834
N 1.7102 -0.1245 4.9289
N 2.5476 0.8959 1.0232
N -3.1754 0.8832 0.3848
N -0.9087 -0.8152 -0.9583
N -0.0600 -1.1742 -3.5964
C -5.1051 2.2997 0.1386
C -5.9251 1.2443 0.5476
C 2.3474 2.0456 1.6374
C -3.9532 -0.1567 0.7957
C 3.6945 0.7347 0.3711
C 0.9194 -0.9331 -2.4728
C 4.6646 1.7149 0.2795
C -1.9016 -1.0285 -1.9641
C 0.2288 -0.0890 -1.4269
C -1.3340 -1.8474 -3.0995
C 4.4184 2.9300 0.9142
C 3.2370 3.1080 1.6123
C -3.7478 2.0455 0.0815
C -5.3625 0.0358 0.8706
H -2.7437 -1.5601 -1.5150
H -5.5020 3.2735 -0.1184
H -2.0166 -1.8972 -3.9503
H -5.9694 -0.7987 1.1951
H -7.0007 1.3770 0.6137
H -3.0625 2.8332 -0.2278
H -0.2821 -0.2793 -4.0316
H 5.5912 1.5384 -0.2536
H 6.1218 3.6503 0.4700
H -0.9611 -2.8557 -2.8886
H 3.8400 -0.2401 -0.0855
H 1.1714 -1.9213 -2.0833
H 0.9170 0.0837 -0.6003
H 0.3753 -1.7926 -4.2816
H -0.0262 0.9040 -1.8662
H 3.0360 4.0282 2.1400
H -1.3219 -0.4584 -0.0992
H -2.2921 -0.0766 -2.3886
H 1.8002 -0.4582 -2.9072
```

Computed properties:
Net charge: -2
Kohn-Sham gap (spin up / spin down), eV: 4.20 / 4.05
⟨S²⟩: 0.768
E, eV: -144689.470
2S+1: 2

***

This record from the Open Molecules 2025 dataset describes an isolated molecule of C13H22NO4P at a distorted geometry. The level of theory is the ωB97M-V functional and the def2-TZVPD basis.

```
41
Properties=species:S:1:pos:R:3
P -2.2173 -0.0607 0.7754
O -1.6008 -2.3890 -0.2727
O -1.4818 1.3287 1.0249
O -2.4248 -0.7915 2.0253
O -3.5999 0.3771 0.0528
N 4.3074 -0.0079 0.3120
C 0.7847 -0.8467 0.9852
C -2.2357 3.1018 -0.4754
C 2.1274 -0.6085 1.1864
C 0.2258 -0.7797 -0.2851
C 2.9764 -0.2845 0.1173
C -1.2378 -1.0445 -0.4759
C -1.0822 2.2400 0.0106
C 5.1975 0.0547 -0.8225
C 4.8910 -0.1541 1.6227
C -4.8023 -1.5405 -0.8359
C -4.7427 -0.4502 0.2208
C 1.0581 -0.4683 -1.3520
C 2.4024 -0.2248 -1.1614
H 6.2220 0.1603 -0.4742
H 5.1363 -0.8496 -1.4383
H -0.3110 2.8586 0.4810
H 0.1552 -1.0843 1.8304
H -2.9923 2.4810 -0.9459
H -4.8244 -1.1009 -1.8307
H -0.6310 1.6949 -0.8243
H -1.5338 -2.5664 0.6760
H 5.9224 0.1910 1.5978
H 4.9645 0.9199 -1.4492
H -1.5491 -0.8004 -1.4960
H -5.6043 0.2196 0.1423
H -2.6882 3.6216 0.3649
H -3.9280 -2.1828 -0.7547
H -4.7169 -0.8904 1.2227
H 4.8822 -1.1949 1.9693
H 4.3520 0.4601 2.3464
H -5.6973 -2.1401 -0.6942
H 0.6491 -0.4169 -2.3520
H 2.5119 -0.6808 2.1897
H 3.0049 0.0164 -2.0212
H -1.8696 3.8325 -1.1924
```

Computed properties:
Kohn-Sham gap, eV: 8.44
E, eV: -32808.807
ΔE to the lowest compared entry with this formula, charge and spin, kcal per mole: 0.0

***

This record from the Open Molecules 2025 dataset describes an isolated molecule of C3H3N3 at a distorted geometry. The level of theory is the ωB97M-V functional and the def2-TZVPD basis.

```
9
Properties=species:S:1:pos:R:3
N 1.1285 -1.2285 0.0289
N -1.2206 -1.1206 -0.2431
N -0.1496 -1.8208 -0.1239
C -1.1531 0.1949 0.0989
C 1.2003 0.0750 -0.1522
C 0.0476 0.8396 0.1267
H 0.1244 1.8618 0.4645
H 2.1220 0.5319 -0.5523
H -2.0994 0.6667 0.3525
```

Computed properties:
Kohn-Sham gap, eV: 10.10
E, eV: -7627.073
ΔE to the lowest compared entry with this formula, charge and spin, kcal per mole: 57.1

***

This record from the Open Molecules 2025 dataset describes a structure of composition C47H39BrHfN4P2Se3Te2 at a distorted geometry. The level of theory is the ωB97M-V functional and the def2-TZVPD basis.

```
99
Properties=species:S:1:pos:R:3
Hf -1.4741 1.6797 0.5690
Te -1.9369 -2.9721 0.7496
Te -4.8750 1.1943 2.8672
Br 0.2652 4.0928 1.9910
Se -3.4369 -0.0425 1.2384
Se -2.9029 3.9511 1.4390
Se -5.1280 3.2426 1.4444
P -0.2319 -0.6132 -1.0005
P -0.0247 -0.5712 1.7634
N 0.3816 -7.2613 0.0131
N -1.4041 1.8503 3.0900
N -3.1594 4.2843 -1.7337
N -3.1479 1.9769 -1.4388
C 0.0152 -3.5549 4.5750
C 0.0925 -1.6695 -3.6266
C 2.1340 1.0626 2.4112
C 3.1011 5.6892 -0.5282
C -0.6072 -7.1261 0.9024
C -3.4403 3.0482 -2.2009
C 2.3302 -1.6734 -1.3711
C -1.2818 -5.9325 1.1297
C 0.0914 -4.9366 -0.5378
C -2.0207 -2.1182 -2.6000
C -0.3684 2.4766 -2.2414
C -1.5182 -3.0577 -4.7596
C -0.9001 -3.1378 5.5369
C 0.7091 -6.1707 -0.6895
C -0.6059 2.1701 5.5445
C -4.1573 1.6663 -4.0292
C 3.4548 1.3946 2.6976
C 1.6215 4.3653 -1.9198
C -0.1954 -1.7781 0.4134
C 0.2676 -2.7696 3.4611
C 2.7742 -1.1851 1.9044
C 1.2871 4.4607 0.4386
C 3.6782 0.7364 -1.5756
C 2.2945 0.7190 -1.3950
C 1.7742 -0.2230 2.0167
C -1.3159 -1.1493 4.2436
C -2.3934 -2.8849 -3.6963
C -3.9555 2.9114 -3.5056
C -0.1412 2.8842 -0.9368
C -3.8598 0.5452 -3.2495
C 4.0933 -0.8647 2.1946
C 1.6017 -0.4816 -1.2927
C -0.2832 -2.4259 -4.7303
C 0.8762 3.8965 -0.7953
C -0.9246 -4.8031 0.3973
C -3.3729 0.7610 -1.9891
C 4.3801 -0.4515 -1.6786
C 2.3489 5.3008 0.5990
C -1.5737 -1.9403 5.3621
C -0.3793 -1.5421 3.2931
C 3.6975 -1.6616 -1.5792
C 0.2824 3.0035 -3.3763
C -1.0589 1.9938 4.1655
C 4.4389 0.4231 2.5954
C 2.7225 5.2466 -1.7594
C 1.2729 3.9201 -3.2182
C -0.7511 -1.5395 -2.5180
H 4.8624 -1.6239 2.0964
H -4.1579 3.8082 -4.0795
H 0.5195 -4.5103 4.6786
H -2.0633 -5.8829 1.8835
H 4.2386 -2.5999 -1.6472
H 2.5313 -2.1803 1.5490
H -3.5381 5.0758 -2.2196
H 1.5079 -6.2962 -1.4161
H 4.1963 1.6887 -1.6363
H -1.1020 -3.7574 6.4041
H -4.5408 1.5511 -5.0362
H -3.3754 -3.3470 -3.7152
H 0.0123 2.6404 -4.3632
H -2.7281 -2.0006 -1.7988
H 0.3983 -2.5223 -5.5690
H -1.3422 1.7551 6.2303
H -2.3208 -1.6248 6.0829
H 1.8224 4.3130 -4.0686
H 5.4545 -0.4415 -1.8226
H 0.3965 -4.0887 -1.1424
H -0.8645 -8.0175 1.4686
H 1.3663 1.8126 2.5019
H -1.0517 1.6702 -2.4445
H 1.0510 -1.1740 -3.6401
H 1.8115 -2.6153 -1.2527
H -1.8010 -3.6715 -5.6084
H 0.3397 1.6440 5.6765
H 0.9322 -3.1352 2.6892
H 2.5971 5.6777 1.5851
H -2.9262 4.4005 -0.7544
H -1.9083 -0.2644 4.0786
H 5.4726 0.6660 2.8128
H 3.9578 6.3415 -0.4059
H 3.2631 5.5550 -2.6482
H -0.4713 3.2281 5.7612
H 1.7677 1.6522 -1.3250
H -4.0030 -0.4616 -3.6159
H -3.1743 -0.0825 -1.3550
H 3.7099 2.4085 2.9918
```

Computed properties:
Kohn-Sham gap, eV: 5.88
E, eV: -355885.883

***

This record from the Open Molecules 2025 dataset describes a cluster of 2 separate species, C5H14N2O in total at a distorted geometry. The level of theory is the ωB97M-V functional and the def2-TZVPD basis.

```
22
Properties=species:S:1:pos:R:3
O 2.4018 1.1976 0.7526
N 1.5797 0.7159 -1.8900
N -0.7987 0.6960 -2.0761
C -1.0294 0.3596 -0.6667
C -1.1132 -0.4166 2.2385
C -1.3299 -1.3822 1.0858
C 0.3777 0.6755 -2.5553
C -0.6430 -1.0790 -0.3035
H 2.7095 2.0968 0.8985
H 2.4203 0.5601 -2.4163
H -0.5549 -0.9244 3.0142
H -0.7108 -2.2813 1.3389
H -0.5990 0.5466 1.9515
H 0.4386 -1.3004 -0.3501
H -0.9565 -1.7551 -1.1230
H -2.4200 -1.4756 0.9650
H -2.0711 0.5669 -0.5431
H 0.5163 0.6465 -3.6433
H 2.6020 0.7292 1.5647
H 1.6705 0.6529 -0.8922
H -0.4964 1.0738 0.0023
H -1.9935 0.0968 2.6473
```

Computed properties:
Kohn-Sham gap, eV: 8.73
E, eV: -10438.742
ΔE to the lowest compared entry with this formula, charge and spin, kcal per mole: 52.7

***

> The lowest E belongs to which entry?

C47H39BrHfN4P2Se3Te2